{
  "formula": "C6H5NO3",
  "method": "ωB97M-V with the def2-TZVPD basis set",
  "elements": ["O", "C", "O", "C", "C", "C", "C", "C", "N", "O", "H", "H", "H", "H", "H"],
  "coordinates": [[1.74, -1.91, -1.57], [0.85, -1.88, -0.69], [0.43, -2.99, 0.00], [0.16, -0.64, -0.33], [0.39, 0.46, -1.11], [0.08, 1.78, -0.78], [-0.60, 2.00, 0.43], [-0.75, 0.83, 1.20], [-0.57, -0.42, 0.78], [-0.81, -1.28, 1.74], [-0.14, -2.61, 0.79], [0.99, 0.37, -2.05], [0.27, 2.58, -1.56], [-0.81, 2.88, 1.04], [-1.23, 0.84, 2.12]],
  "lowdin_charge": [0.0782, -0.3962, 0.0869, -0.1023, -0.0018, -0.0415, 0.0001, -0.0255, -0.1422, -0.0895, 0.1138, 0.1475, 0.1336, 0.1156, 0.1235],
  "lumo_ev": -0.86,
  "relative_energy_ev": 2.800,
  "e_homo_ev": -9.59,
  "smiles": "O=C(O)c1cccc[n+]1[O-]",
  "multiplicity": 1
}


{
  "formula": "C6H5NO3",
  "method": "ωB97M-V with the def2-TZVPD basis set",
  "elements": ["C", "C", "C", "C", "C", "C", "N", "O", "O", "O", "H", "H", "H", "H", "H"],
  "coordinates": [[-0.48, -1.99, 0.32], [-1.79, -1.59, 0.30], [-0.08, 0.41, 0.14], [0.48, -0.94, 0.07], [-1.51, 0.73, 0.11], [0.79, 1.56, 0.27], [-2.27, -0.38, 0.00], [-1.96, 1.82, 0.26], [1.64, -1.17, -0.25], [-3.66, -0.24, -0.37], [-0.18, -2.96, 0.53], [-2.67, -2.40, 0.37], [1.95, 1.25, 0.04], [0.82, 2.21, 1.09], [0.38, 2.13, -0.57]],
  "lowdin_charge": [0.0374, -0.0469, -0.0534, -0.3854, -0.4302, -0.0170, -0.0748, 0.1667, 0.0960, 0.0833, 0.1004, 0.1861, 0.1575, 0.0738, 0.1065],
  "lumo_ev": [-2.46, -2.56],
  "relative_energy_ev": 5.798,
  "e_homo_ev": [-9.72, -9.66],
  "multiplicity": 1
}


{
  "formula": "C6H5NO3",
  "method": "ωB97M-V with the def2-TZVPD basis set",
  "elements": ["C", "C", "C", "C", "C", "C", "N", "O", "O", "O", "H", "H", "H", "H", "H"],
  "coordinates": [[-2.87, -0.30, -0.18], [-0.86, -0.55, 1.30], [0.51, -0.30, 1.08], [-1.51, -0.24, 0.10], [0.61, 0.23, -0.28], [1.72, -0.25, -1.19], [-3.95, -0.43, -0.47], [-0.63, 0.15, -0.85], [-0.02, 2.47, 0.33], [0.85, 1.47, 0.45], [-1.24, -1.03, 2.16], [1.32, -0.41, 1.62], [2.65, -0.39, -0.51], [2.04, 0.62, -1.90], [1.35, -1.05, -1.65]],
  "lowdin_charge": [-0.1378, 0.0637, 0.0433, -0.2281, -0.5284, 0.0619, 0.1956, 0.0993, -0.0083, -0.0840, 0.1149, 0.0907, 0.1292, 0.1404, 0.0476],
  "lumo_ev": [-1.19, -1.08],
  "relative_energy_ev": 7.888,
  "e_homo_ev": [-9.99, -8.20],
  "multiplicity": 1
}


| no. | total energy (a.u.) |
| --- | --- |
| 1 | -512.03623 |
| 2 | -511.92607 |
| 3 | -511.84927 |